The following is a quantum chemistry calculation of a cluster of 2 separate species, C9H14 in total, from OMol25.

Results
Lowest unoccupied orbital energy = 1.0 eV
ΔE to the lowest compared entry with this formula, charge and spin = 22.7 kcal/mol
Kohn-Sham gap = 10.0 eV
Charge = 0
Largest force on an atom = 2.73 eV Å⁻¹
DFT total energy = -351.2940 Eh
SMILES string = Cc1ccccc1.CC

Last column: Löwdin charge in e.
Cartesian coordinates (Å):
C  -2.192  2.267  -0.863  -0.18
C  -2.006  1.586  -2.216  -0.17
H  -1.946  1.555  -0.060  0.05
H  -1.602  3.159  -0.788  0.06
H  -3.246  2.306  -0.584  0.06
H  -1.983  2.427  -2.925  0.06
H  -2.832  0.964  -2.514  0.05
H  -1.061  1.015  -2.327  0.06
C  1.227  -2.994  -0.202  -0.07
C  1.179  -0.396  2.554  -0.09
C  1.036  0.767  1.830  -0.12
C  1.044  -1.567  1.825  -0.07
C  1.053  -1.672  0.430  -0.27
C  1.018  0.795  0.443  -0.10
C  1.092  -0.425  -0.235  -0.05
H  1.234  -0.382  3.641  0.11
H  0.824  1.695  2.367  0.10
H  1.259  -2.492  2.367  0.11
H  0.781  1.731  -0.017  0.09
H  1.615  -3.770  0.450  0.08
H  1.932  -2.971  -1.050  0.08
H  1.182  -0.271  -1.313  0.11
H  0.391  -3.327  -0.814  0.08

The following is a quantum chemistry calculation of a cluster of 2 separate species, C9H14 in total, from OMol25.

Results
Lowest unoccupied orbital energy = 1.0 eV
ΔE to the lowest compared entry with this formula, charge and spin = 61.6 kcal/mol
Kohn-Sham gap = 9.8 eV
Charge = 0
Largest force on an atom = 6.75 eV Å⁻¹
DFT total energy = -351.2320 Eh
SMILES string = Cc1ccccc1.CC

Last column: Löwdin charge in e.
Cartesian coordinates (Å):
C  2.311  -0.601  0.596  -0.06
C  -0.476  1.892  0.297  -0.11
C  -0.097  2.567  -0.898  -0.14
C  0.372  0.948  0.680  -0.13
C  1.532  0.581  -0.043  -0.24
C  0.814  2.095  -1.705  -0.16
C  1.798  1.282  -1.233  -0.06
H  -1.476  2.329  0.680  0.14
H  -0.743  3.529  -1.102  0.14
H  0.027  0.461  1.629  0.13
H  1.078  2.430  -2.779  0.14
H  3.290  -1.025  0.102  0.11
H  1.683  -1.376  0.947  0.04
H  2.711  1.026  -1.821  0.12
H  2.846  -0.209  1.486  0.07
C  -2.140  -1.374  -0.130  -0.12
C  -1.842  -2.486  0.915  -0.16
H  -1.146  -0.974  -0.166  0.03
H  -2.100  -1.739  -1.121  0.06
H  -2.936  -0.786  0.137  0.04
H  -2.832  -2.897  1.156  0.06
H  -1.383  -2.269  1.817  0.02
H  -1.294  -3.404  0.556  0.08

The following is a quantum chemistry calculation of a cluster of 2 separate species, C9H14 in total, from OMol25.

Results
Lowest unoccupied orbital energy = 1.0 eV
ΔE to the lowest compared entry with this formula, charge and spin = 29.6 kcal/mol
Kohn-Sham gap = 9.9 eV
Charge = 0
Largest force on an atom = 3.28 eV Å⁻¹
DFT total energy = -351.2830 Eh
SMILES string = Cc1ccccc1.CC

Last column: Löwdin charge in e.
Cartesian coordinates (Å):
C  -0.695  1.134  -3.335  -0.05
C  1.323  1.110  0.518  -0.11
C  0.249  1.989  0.262  -0.08
C  1.600  0.140  -0.432  -0.10
C  -0.473  1.869  -0.916  -0.06
C  1.025  0.218  -1.691  -0.07
C  -0.038  1.042  -1.960  -0.29
H  2.062  1.127  1.294  0.10
H  0.141  2.687  1.061  0.09
H  2.327  -0.646  -0.236  0.11
H  -1.473  2.278  -0.844  0.11
H  1.217  -0.562  -2.420  0.11
H  -1.436  1.868  -3.611  0.07
H  -1.046  0.105  -3.527  0.08
H  0.194  1.200  -4.024  0.09
C  -1.316  -2.153  2.640  -0.17
C  0.142  -1.746  2.351  -0.16
H  -1.724  -1.764  3.562  0.06
H  -2.010  -1.905  1.844  0.06
H  -1.335  -3.244  2.564  0.06
H  0.064  -0.665  2.199  0.04
H  0.395  -2.309  1.480  0.05
H  0.804  -1.774  3.222  0.07

The following is a quantum chemistry calculation of an isolated molecule of C9H14, from OMol25.

Results
Lowest unoccupied orbital energy = 0.8 eV
ΔE to the lowest compared entry with this formula, charge and spin = 50.4 kcal/mol
Kohn-Sham gap = 9.1 eV
Charge = 0
Largest force on an atom = 3.27 eV Å⁻¹
DFT total energy = -351.2499 Eh
SMILES string = C=C(C)/C=C/CC(=C)C

Last column: Löwdin charge in e.
Cartesian coordinates (Å):
C  0.970  2.574  0.784  0.04
C  -0.313  -2.543  -1.936  0.04
C  -0.361  2.255  0.655  -0.37
C  0.246  -2.249  -0.712  -0.33
C  -0.864  0.866  0.464  -0.05
C  -0.129  -0.278  0.777  -0.07
C  -1.283  3.415  0.484  -0.09
C  1.758  -2.480  -0.473  -0.07
C  -0.600  -1.704  0.449  -0.17
H  1.747  1.792  0.756  0.06
H  1.240  3.633  0.815  0.05
H  0.205  -3.017  -2.780  0.06
H  -1.352  -2.368  -2.175  0.04
H  -1.844  0.796  0.029  0.10
H  0.849  -0.196  1.224  0.09
H  -1.696  3.386  -0.543  0.09
H  -2.076  3.374  1.207  0.07
H  -0.788  4.385  0.672  0.08
H  1.972  -3.061  0.439  0.08
H  2.234  -1.497  -0.285  0.07
H  2.212  -2.977  -1.312  0.06
H  -0.482  -2.338  1.311  0.10
H  -1.647  -1.767  0.151  0.11